{"formula": "C6H8INO3S", "method": "ωB97M-V/def2-TZVPD", "symbols": ["C", "C", "S", "O", "O", "C", "C", "C", "I", "C", "N", "O", "H", "H", "H", "H", "H", "H", "H", "H"], "xyz": [[0.5907, 2.7469, -1.7413], [0.0766, 1.7636, -1.0603], [0.9731, 1.1606, 0.3667], [2.3593, 1.6267, 0.4383], [0.0510, 1.5525, 1.4526], [0.8993, -0.7150, 0.1258], [1.8878, -1.1351, -0.6934], [-0.2209, -1.4619, 0.9607], [0.1568, -3.5512, 1.0360], [-1.5696, -1.2387, 0.4007], [-2.5780, -1.4705, 1.2761], [-1.7217, -0.9265, -0.7438], [0.0374, 3.3205, -2.5336], [1.6707, 2.9889, -1.5470], [-0.9787, 1.3298, -1.0272], [2.4484, -0.3426, -1.1499], [2.0524, -2.1492, -0.7689], [-0.1167, -0.8889, 1.8727], [-2.5842, -1.5657, 2.2296], [-3.4338, -1.0443, 1.1064]], "nbo_charge": [-0.346, -0.481, 2.062, -0.913, -0.949, -0.219, -0.335, -0.481, 0.170, 0.648, -0.810, -0.585, 0.223, 0.232, 0.273, 0.234, 0.218, 0.273, 0.394, 0.392], "charge": 0, "lumo_energy_ev": -0.153, "max_force_ev_per_a": 3.92, "gap_ev": 9.88, "de_lowest_kcal_mol": 0.0, "smiles": "C=CS(=O)(=O)C(=C)[C@H](I)C(N)=O"}

{"formula": "C58H46F15GeN4P2RuSSi2", "method": "ωB97M-V/def2-TZVPD", "symbols": ["Ru", "C", "Si", "C", "C", "N", "P", "C", "P", "N", "Si", "C", "C", "C", "C", "C", "C", "C", "C", "C", "C", "C", "C", "C", "C", "C", "C", "C", "C", "C", "C", "C", "C", "C", "C", "C", "C", "C", "H", "H", "H", "H", "H", "H", "H", "H", "H", "H", "H", "H", "H", "H", "H", "H", "H", "H", "H", "H", "H", "H", "H", "H", "H", "H", "H", "H", "H", "H", "H", "H", "H", "H", "H", "H", "H", "H", "N", "C", "C", "C", "C", "C", "C", "C", "C", "N", "C", "H", "H", "H", "H", "H", "H", "H", "H", "F", "C", "C", "C", "F", "C", "F", "C", "F", "C", "F", "Ge", "S", "C", "C", "F", "C", "F", "C", "F", "C", "F", "C", "F", "C", "C", "F", "C", "F", "C", "F", "C", "F", "C", "F"], "xyz": [[-0.5543, 0.6993, -0.1509], [-0.8588, 1.6568, 4.7697], [-1.1164, 0.3982, 3.4041], [-2.9476, 0.2005, 3.1441], [-0.4236, -1.2302, 3.9426], [-0.4140, 1.0099, 1.9409], [1.0911, 1.5718, 1.7200], [1.4020, 1.1489, 0.1074], [1.5539, 1.3080, -1.5747], [0.3936, 0.2805, -2.0356], [-0.3598, -0.1189, -3.5466], [-2.1284, 0.4887, -3.6064], [-0.3751, -1.9612, -3.7405], [0.5992, 0.6293, -4.9620], [3.2398, 0.8492, -2.0357], [4.3233, 1.6450, -1.6556], [5.6180, 1.2388, -1.9354], [5.8398, 0.0305, -2.5898], [4.7702, -0.7760, -2.9410], [3.4706, -0.3704, -2.6561], [1.2750, 2.8811, -2.4857], [-0.0301, 3.3798, -2.5641], [-0.3451, 4.4610, -3.3701], [0.6437, 5.0618, -4.1422], [1.9374, 4.5700, -4.0938], [2.2500, 3.4885, -3.2762], [1.1775, 3.3222, 2.1158], [2.3923, 3.9165, 2.3036], [2.5069, 5.2824, 2.6333], [1.3301, 6.0446, 2.8660], [0.1076, 5.5191, 2.6387], [-0.0860, 4.1536, 2.0391], [2.2592, 0.7089, 2.8110], [2.6099, -0.5845, 2.4269], [3.3623, -1.3835, 3.2723], [3.7693, -0.8988, 4.5102], [3.4297, 0.3890, 4.8992], [2.6736, 1.1909, 4.0522], [-0.8002, 1.1615, 5.7439], [-1.6821, 2.3785, 4.8090], [0.0695, 2.2206, 4.6341], [-3.4346, 0.0250, 4.1094], [-3.1598, -0.6696, 2.5122], [-3.4097, 1.0962, 2.7123], [-1.1072, -1.7033, 4.6586], [0.5524, -1.1169, 4.4267], [-0.3114, -1.8877, 3.0764], [-2.8237, -0.3485, -3.4862], [-2.3506, 0.9829, -4.5564], [-2.3250, 1.2051, -2.8033], [-1.0162, -2.4032, -2.9724], [0.6314, -2.3815, -3.6406], [-0.7684, -2.2465, -4.7236], [0.4062, 1.7034, -5.0571], [0.3136, 0.1505, -5.9041], [1.6775, 0.4913, -4.8305], [4.1553, 2.5721, -1.1160], [6.4563, 1.8591, -1.6433], [6.8509, -0.2847, -2.8157], [4.9453, -1.7289, -3.4222], [2.6255, -0.9998, -2.9169], [-0.8209, 2.8971, -2.0066], [-1.3661, 4.8223, -3.4093], [0.4010, 5.8942, -4.7916], [2.7115, 5.0175, -4.7048], [3.2626, 3.1143, -3.2815], [3.2904, 3.3106, 2.2418], [3.4806, 5.7271, 2.7877], [1.4184, 7.0504, 3.2582], [-0.7803, 6.1001, 2.8558], [-0.9061, 3.6401, 2.5508], [2.2858, -0.9513, 1.4659], [3.6266, -2.3880, 2.9635], [4.3509, -1.5268, 5.1737], [3.7499, 0.7694, 5.8611], [2.4038, 2.1919, 4.3673], [-2.9477, 0.8887, -0.1737], [-3.5383, 2.1679, -0.2958], [-4.8478, 2.3240, -0.6748], [-5.4070, 3.6007, -0.8036], [-4.6448, 4.7367, -0.5651], [-3.3140, 4.6238, -0.2041], [-2.4431, 5.7770, -0.0827], [-1.1591, 5.6138, 0.2235], [-0.5756, 4.2661, 0.5219], [-1.4343, 3.1321, 0.2125], [-2.7168, 3.3252, -0.0508], [-2.8311, 0.6341, 0.8056], [-3.4939, 0.1513, -0.6054], [-5.4514, 1.4438, -0.8618], [-6.4463, 3.6980, -1.0880], [-5.0777, 5.7228, -0.6852], [-2.8517, 6.7581, -0.2967], [-0.4845, 6.4593, 0.2645], [0.3379, 4.1479, -0.0701], [-2.5753, -3.8616, 2.5603], [-1.3651, -4.3966, 2.7766], [-0.4443, -4.5090, 1.7448], [0.7639, -5.0953, 2.0779], [1.7283, -5.2966, 1.1665], [1.0606, -5.5196, 3.3591], [2.2454, -6.0683, 3.6414], [0.1218, -5.3717, 4.3581], [0.3968, -5.7704, 5.5990], [-1.1050, -4.8121, 4.0670], [-2.0134, -4.6688, 5.0342], [-0.9838, -3.7993, -0.0204], [-1.4448, -1.7396, 0.1931], [0.4164, -4.2575, -1.3269], [1.6562, -3.6566, -1.1885], [1.9045, -2.8494, -0.1530], [2.7034, -3.8820, -2.0541], [3.8997, -3.3289, -1.8495], [2.5098, -4.7158, -3.1385], [3.5093, -4.9370, -3.9935], [1.2867, -5.3219, -3.3266], [1.1009, -6.1253, -4.3758], [0.2663, -5.0903, -2.4207], [-0.8927, -5.7114, -2.6806], [-2.5468, -4.9000, -0.5059], [-3.6503, -4.4051, -1.1849], [-3.7180, -3.1327, -1.5942], [-4.7410, -5.1934, -1.5058], [-5.7885, -4.6796, -2.1551], [-4.7442, -6.5271, -1.1523], [-5.7882, -7.2965, -1.4538], [-3.6562, -7.0625, -0.4919], [-3.6511, -8.3558, -0.1644], [-2.5846, -6.2464, -0.1909], [-1.5390, -6.8328, 0.4178]], "mulliken_spin": [2.460, 0.006, -0.004, -0.002, 0.005, 0.088, -0.079, 0.230, -0.023, 0.025, 0.004, -0.003, 0.001, 0.002, 0.023, -0.005, 0.002, 0.001, 0.002, -0.010, -0.032, 0.012, -0.002, 0.002, -0.001, -0.003, 0.368, -0.178, 0.427, -0.118, 0.289, 0.103, 0.076, -0.010, -0.002, -0.001, 0.002, -0.005, 0.000, 0.003, -0.006, 0.000, 0.002, 0.000, 0.000, 0.000, -0.003, 0.001, 0.000, 0.011, 0.003, -0.001, 0.000, 0.000, 0.000, 0.000, -0.003, 0.000, 0.000, 0.000, 0.002, 0.039, 0.000, 0.000, 0.000, 0.002, 0.001, 0.012, 0.000, 0.014, 0.054, -0.015, 0.000, 0.000, 0.000, 0.002, 0.092, 0.131, -0.132, 0.220, -0.126, 0.170, -0.033, 0.113, 0.030, 0.546, 0.109, -0.007, -0.008, 0.000, 0.010, 0.002, 0.006, -0.013, -0.004, -0.001, 0.003, 0.010, -0.009, 0.000, 0.000, 0.000, 0.000, 0.000, 0.000, 0.000, 0.011, 0.102, 0.003, -0.010, -0.005, 0.000, 0.000, 0.000, 0.000, 0.000, 0.000, -0.001, 0.000, 0.020, -0.006, 0.001, 0.000, 0.000, 0.000, 0.000, 0.000, 0.000, 0.008, 0.000], "charge": 0, "lumo_energy_ev": [0.111, -2.123], "multiplicity": 6, "max_force_ev_per_a": 1.25, "gap_ev": [7.20, 5.54]}

{"formula": "C13H23N2O5", "method": "ωB97M-V/def2-TZVPD", "symbols": ["N", "C", "C", "O", "C", "O", "C", "O", "O", "C", "C", "C", "C", "N", "C", "C", "C", "C", "H", "H", "H", "H", "H", "H", "H", "H", "H", "H", "H", "H", "H", "H", "H", "H", "H", "H", "H", "H", "C", "O", "H", "H", "H"], "xyz": [[1.9961, 0.4192, 0.9126], [1.9864, -0.3009, -0.3473], [3.1111, -1.3048, -0.5070], [3.9764, -0.8523, -1.5718], [2.6035, -2.6761, -0.9148], [1.4738, -3.0722, -0.1312], [0.2473, -2.8957, -0.6220], [-0.1122, -3.0756, -1.7461], [-0.5175, -2.5689, 0.4183], [-1.8991, -2.9178, 0.3531], [-2.7968, -1.7652, -0.0645], [-2.7524, -0.6149, 0.9443], [-3.1573, 0.7657, 0.4191], [-2.1600, 1.5011, -0.3154], [-1.9072, 1.4122, -1.6668], [-0.8664, 2.2601, -1.9668], [-0.4658, 2.8880, -0.7623], [-1.2695, 2.4020, 0.2336], [1.6994, -0.1785, 1.6746], [1.3747, 1.2386, 0.8733], [2.1509, 0.4436, -1.1095], [1.0246, -0.7864, -0.5265], [3.7314, -1.3363, 0.3860], [4.3667, -1.6136, -2.0107], [3.3603, -3.4353, -0.7318], [2.3944, -2.6807, -1.9820], [-2.1664, -3.2044, 1.3678], [-2.0493, -3.7924, -0.2736], [-2.5059, -1.4379, -1.0610], [-3.8137, -2.1489, -0.1421], [-3.3924, -0.8621, 1.7896], [-1.7320, -0.5205, 1.3090], [-3.3845, 1.3661, 1.2951], [-4.0528, 0.6923, -0.1957], [-2.4795, 0.7474, -2.2887], [-0.4388, 2.4031, -2.9426], [0.3330, 3.5957, -0.6439], [-1.2381, 2.6454, 1.2826], [1.8545, 3.8404, 2.2425], [1.1007, 2.9924, 1.5227], [2.9462, 3.8603, 1.9663], [1.5524, 4.9249, 2.1813], [1.8738, 3.6428, 3.3525]], "nbo_charge": [-0.854, -0.237, 0.062, -0.716, -0.095, -0.511, 0.998, -0.631, -0.505, -0.060, -0.427, -0.414, -0.186, -0.363, -0.113, -0.313, -0.285, -0.044, 0.330, 0.443, 0.220, 0.144, 0.175, 0.450, 0.179, 0.197, 0.178, 0.190, 0.223, 0.196, 0.192, 0.230, 0.206, 0.185, 0.189, 0.204, 0.259, 0.246, -0.176, -0.994, 0.081, 0.072, 0.073], "charge": -1, "lumo_energy_ev": 2.785, "max_force_ev_per_a": 0.81, "gap_ev": 5.40}